# C7H10FN6O

2 unconnected molecules or ions with the total composition C7H10FN6O in a non-equilibrium geometry (wB97M-V/def2-TZVPD, the Open Molecules 2025 dataset).

charge = +1
2S+1 = 1
E_LUMO (spin up / spin down) = -0.1827 / -0.1827 hartree
orbital gap (spin up / spin down) = 7.822 / 7.821 eV

Cartesian coordinates (Å):
1 C 1.7673 -0.0718 0.1224
2 C 2.5190 1.1412 0.3222
3 C 3.9300 -0.3914 0.2238
4 C 0.6328 2.2901 0.0430
5 C -0.5841 -1.2150 -0.1617
6 C 0.3770 -0.0582 -0.0256
7 C -0.0779 -2.6493 -0.0417
8 N 3.8004 0.8794 0.5243
9 N 1.8928 2.3113 0.3214
10 N 2.7000 -1.0403 0.0019
11 N -0.1989 1.1890 -0.1729
12 N -1.4567 1.4539 -0.3206
13 N -4.1201 0.7039 -0.0768
14 O -1.7646 -0.9978 -0.3108
15 F 4.9253 -1.2519 0.3345
16 H 0.1759 3.2986 0.0133
17 H 0.9473 -2.7204 -0.5703
18 H -0.8811 -3.3041 -0.3570
19 H 0.1270 -2.7724 1.0982
20 H 2.6237 -1.9857 -0.2919
21 H -1.7399 2.4274 -0.3377
22 H -2.1589 0.7478 -0.5510
23 H -4.4047 0.1950 0.8503
24 H -4.6716 0.0976 -0.7482
25 H -4.3601 1.7231 0.1107

Need the natural (NBO) charges? In units of e they are: number 1, C, carries 0.101; number 2, C, carries 0.335; number 3, C, carries 0.789; number 4, C, carries 0.222; number 5, C, carries 0.553; number 6, C, carries 0.060; number 7, C, carries -0.691; number 8, N, carries -0.438; number 9, N, carries -0.329; number 10, N, carries -0.552; number 11, N, carries -0.048; number 12, N, carries -0.582; number 13, N, carries -1.136; number 14, O, carries -0.499; number 15, F, carries -0.247; number 16, H, carries 0.220; number 17, H, carries 0.203; number 18, H, carries 0.276; number 19, H, carries 0.261; number 20, H, carries 0.443; number 21, H, carries 0.402; number 22, H, carries 0.487; number 23, H, carries 0.382; number 24, H, carries 0.401; number 25, H, carries 0.387



# C7H10I2O2V

A molecular structure, C7H10I2O2V in a non-equilibrium geometry (wB97M-V/def2-TZVPD, the Open Molecules 2025 dataset).

charge = +3
2S+1 = 1
E_LUMO = -0.5870 hartree
orbital gap = 2.799 eV

Cartesian coordinates (Å):
1 C -0.9242 2.0076 -0.0137
2 C -1.9014 0.8032 0.0692
3 I -3.6470 1.2870 -1.1658
4 C -1.4541 -0.4953 -0.5215
5 I -1.5921 -0.2608 -2.6765
6 C -0.1323 -1.1367 0.0095
7 C 1.2727 -0.7072 -0.5417
8 C 2.0923 -0.2037 0.7232
9 C 0.9894 -0.3288 1.7996
10 O 0.8441 0.2149 2.7860
11 O -0.0208 -1.2735 1.4011
12 H 0.1307 1.7383 0.1306
13 H -1.1804 2.6830 0.8214
14 H -1.0308 2.6111 -0.9261
15 H -2.2473 0.7006 1.1099
16 H -2.2432 -1.2315 -0.2890
17 H -0.1980 -2.1907 -0.3360
18 H 1.3375 -0.0971 -1.4541
19 H 1.7891 -1.6810 -0.7960
20 H 2.3070 0.8517 0.4952
21 H 3.0216 -0.7374 0.9573
22 V 2.7873 -2.5537 -1.5829

Need the natural (NBO) charges? In units of e they are: number 1, C, carries -0.690; number 2, C, carries -0.293; number 3, I, carries 0.938; number 4, C, carries -0.342; number 5, I, carries 0.807; number 6, C, carries 0.034; number 7, C, carries -0.347; number 8, C, carries -0.539; number 9, C, carries 0.767; number 10, O, carries -0.391; number 11, O, carries -0.479; number 12, H, carries 0.244; number 13, H, carries 0.292; number 14, H, carries 0.254; number 15, H, carries 0.310; number 16, H, carries 0.283; number 17, H, carries 0.220; number 18, H, carries 0.249; number 19, H, carries 0.027; number 20, H, carries 0.280; number 21, H, carries 0.279; number 22, V, carries 1.097



# C7H10N

A gas-phase ion, C7H10N (charge +1) in a non-equilibrium geometry (wB97M-V/def2-TZVPD, the Open Molecules 2025 dataset).

SMILES string = C/C=C1/C[C@H]1C#[N+]C
charge = +1
2S+1 = 1
E_LUMO = -0.1334 hartree
orbital gap = 10.301 eV

Cartesian coordinates (Å):
1 C 1.7232 -1.6677 0.2338
2 C 2.0004 -0.3173 -0.4738
3 C 1.3056 0.7125 -0.2127
4 C 0.7925 2.0515 -0.3461
5 C 0.2463 1.1692 0.7815
6 C -1.0021 0.6407 0.4830
7 N -2.0458 0.2240 0.1153
8 C -3.1154 -0.6496 -0.2035
9 H 2.6642 -2.3240 -0.0026
10 H 0.8046 -2.2096 -0.1708
11 H 1.6638 -1.3660 1.2315
12 H 2.8935 -0.2926 -1.1105
13 H 0.1548 2.2847 -1.1832
14 H 1.4682 2.8741 -0.0675
15 H 0.5054 1.3074 1.8775
16 H -3.4655 -0.2312 -1.2933
17 H -3.8592 -0.4941 0.6534
18 H -2.7346 -1.7120 -0.3122

Need the natural (NBO) charges? In units of e they are: number 1, C, carries -0.645; number 2, C, carries -0.101; number 3, C, carries 0.007; number 4, C, carries -0.361; number 5, C, carries -0.431; number 6, C, carries 0.652; number 7, N, carries -0.250; number 8, C, carries -0.458; number 9, H, carries 0.247; number 10, H, carries 0.230; number 11, H, carries 0.222; number 12, H, carries 0.246; number 13, H, carries 0.251; number 14, H, carries 0.268; number 15, H, carries 0.313; number 16, H, carries 0.274; number 17, H, carries 0.274; number 18, H, carries 0.262



# C7H10N2

C7H10N2 in the gas phase in a non-equilibrium geometry (wB97M-V/def2-TZVPD, the Open Molecules 2025 dataset).

SMILES string = C=CC(=C)N[C@]1(C)C=N1
2S+1 = 1
E_LUMO = 0.0348 hartree
orbital gap = 8.991 eV

Cartesian coordinates (Å):
1 C 2.2702 -0.4981 1.3970
2 C 2.1027 0.5518 0.5995
3 C 0.8589 0.8974 -0.0932
4 C 0.8683 1.6726 -1.1849
5 N -0.3300 0.4050 0.4519
6 C -1.2760 -0.3230 -0.3261
7 C -2.5783 -0.5643 0.3966
8 C -0.8322 -1.2907 -1.3871
9 N -1.2466 -0.1598 -1.7875
10 H 1.4896 -1.2190 1.5926
11 H 3.2142 -0.6984 1.8712
12 H 2.9319 1.2327 0.4191
13 H 1.7980 2.0645 -1.5644
14 H -0.0289 1.9088 -1.7235
15 H -0.2005 -0.0122 1.3679
16 H -2.5387 -1.4507 1.0221
17 H -2.8323 0.2747 1.0397
18 H -3.4018 -0.6907 -0.3031
19 H -0.2687 -2.1007 -1.7880

Need the natural (NBO) charges? In units of e they are: number 1, C, carries -0.402; number 2, C, carries -0.203; number 3, C, carries 0.112; number 4, C, carries -0.421; number 5, N, carries -0.626; number 6, C, carries 0.211; number 7, C, carries -0.638; number 8, C, carries 0.024; number 9, N, carries -0.332; number 10, H, carries 0.184; number 11, H, carries 0.206; number 12, H, carries 0.212; number 13, H, carries 0.198; number 14, H, carries 0.220; number 15, H, carries 0.383; number 16, H, carries 0.213; number 17, H, carries 0.221; number 18, H, carries 0.228; number 19, H, carries 0.210



Copy entry 4 word for word.
# C7H10N2

C7H10N2 in the gas phase in a non-equilibrium geometry (wB97M-V/def2-TZVPD, the Open Molecules 2025 dataset).

SMILES string = C=CC(=C)N[C@]1(C)C=N1
2S+1 = 1
E_LUMO = 0.0348 hartree
orbital gap = 8.991 eV

Cartesian coordinates (Å):
1 C 2.2702 -0.4981 1.3970
2 C 2.1027 0.5518 0.5995
3 C 0.8589 0.8974 -0.0932
4 C 0.8683 1.6726 -1.1849
5 N -0.3300 0.4050 0.4519
6 C -1.2760 -0.3230 -0.3261
7 C -2.5783 -0.5643 0.3966
8 C -0.8322 -1.2907 -1.3871
9 N -1.2466 -0.1598 -1.7875
10 H 1.4896 -1.2190 1.5926
11 H 3.2142 -0.6984 1.8712
12 H 2.9319 1.2327 0.4191
13 H 1.7980 2.0645 -1.5644
14 H -0.0289 1.9088 -1.7235
15 H -0.2005 -0.0122 1.3679
16 H -2.5387 -1.4507 1.0221
17 H -2.8323 0.2747 1.0397
18 H -3.4018 -0.6907 -0.3031
19 H -0.2687 -2.1007 -1.7880

Need the natural (NBO) charges? In units of e they are: number 1, C, carries -0.402; number 2, C, carries -0.203; number 3, C, carries 0.112; number 4, C, carries -0.421; number 5, N, carries -0.626; number 6, C, carries 0.211; number 7, C, carries -0.638; number 8, C, carries 0.024; number 9, N, carries -0.332; number 10, H, carries 0.184; number 11, H, carries 0.206; number 12, H, carries 0.212; number 13, H, carries 0.198; number 14, H, carries 0.220; number 15, H, carries 0.383; number 16, H, carries 0.213; number 17, H, carries 0.221; number 18, H, carries 0.228; number 19, H, carries 0.210